Density functional theory data (ωB97M-V/def2-TZVPD) for a 2-piece molecular cluster, C21H19N2O9S overall at a distorted geometry.

```
52
Properties=species:S:1:pos:R:3:forces:R:3:nbo_charge:R:1
C 0.265 1.386 4.371 0.0 0.0 0.1 -0.661
C -0.914 1.491 3.412 -0.4 -0.1 -1.0 0.549
C -2.246 1.794 4.116 0.4 -0.1 -0.3 -0.626
O -0.695 2.582 2.493 -0.2 0.1 0.5 -0.550
C 0.092 2.389 1.389 0.5 -1.5 -0.8 0.776
O 0.524 3.349 0.774 -0.2 0.5 0.5 -0.680
C 0.339 1.024 0.972 -1.0 0.2 2.3 -0.518
C 1.519 0.776 0.138 1.0 -0.1 -0.5 -0.439
C 2.843 0.906 0.907 -0.5 0.0 -0.2 0.088
C 3.424 -0.212 1.526 0.2 0.1 0.0 -0.232
C 4.654 -0.109 2.169 0.1 0.4 0.0 -0.191
C 5.305 1.139 2.222 -1.5 -0.1 -0.8 0.030
N 6.546 1.264 2.908 2.2 0.2 1.2 0.496
O 7.095 2.391 2.951 -0.9 -2.0 0.0 -0.410
O 7.037 0.245 3.448 -0.8 1.8 -0.9 -0.411
C 4.717 2.273 1.629 0.1 -0.4 0.2 -0.176
C 3.484 2.151 1.001 0.3 0.0 0.0 -0.243
C -0.207 -0.082 1.725 1.3 1.7 -0.9 0.751
O 0.091 -1.242 1.523 -0.5 -0.9 0.4 -0.682
O -1.127 0.255 2.697 -0.1 0.2 0.8 -0.561
H 1.196 1.179 3.829 -0.2 0.0 0.1 0.233
H 0.369 2.333 4.913 0.0 -0.1 -0.2 0.214
H 0.083 0.591 5.103 0.0 0.1 -0.2 0.212
H -3.033 1.850 3.355 0.2 0.0 0.2 0.234
H -2.479 0.995 4.828 0.1 0.1 -0.1 0.209
H -2.177 2.751 4.642 0.0 -0.2 -0.1 0.210
H 1.435 -0.247 -0.243 0.2 0.2 -0.2 0.234
H 1.513 1.516 -0.672 0.2 -0.3 -0.1 0.224
H 2.896 -1.167 1.501 0.2 0.3 -0.1 0.239
H 5.136 -0.973 2.613 -0.1 0.2 0.0 0.236
H 5.244 3.221 1.659 -0.1 -0.1 0.1 0.235
H 2.997 3.031 0.578 0.1 -0.3 0.0 0.250
C -2.638 -5.010 -5.358 0.0 -0.1 0.0 -0.633
C -2.804 -3.634 -4.769 0.0 0.3 0.1 0.016
C -1.837 -2.652 -5.030 -0.3 0.2 0.2 -0.238
C -1.948 -1.384 -4.460 0.2 -0.4 -0.1 -0.091
C -3.008 -1.109 -3.606 0.0 0.0 0.0 -0.373
S -3.105 0.492 -2.837 1.6 0.3 1.7 2.263
N -1.774 0.396 -1.548 -1.2 -0.5 -2.1 -0.809
C -1.997 1.056 -0.539 -1.5 1.9 1.7 0.904
O -2.365 1.736 0.354 0.4 -1.4 -1.9 -0.474
O -2.666 1.498 -3.765 -0.3 -0.6 0.4 -0.894
O -4.358 0.584 -2.146 0.1 0.1 -0.3 -0.911
C -4.012 -2.049 -3.382 0.1 -0.2 0.1 -0.147
C -3.905 -3.315 -3.960 0.3 0.2 -0.2 -0.226
H -3.468 -5.658 -5.056 0.2 0.0 -0.1 0.215
H -2.602 -4.970 -6.455 0.0 0.0 0.2 0.221
H -1.696 -5.461 -5.015 -0.3 0.1 -0.1 0.226
H -0.997 -2.887 -5.685 -0.2 0.1 0.2 0.215
H -1.210 -0.620 -4.669 0.0 0.0 0.1 0.234
H -4.863 -1.796 -2.760 0.1 0.0 0.0 0.246
H -4.675 -4.071 -3.788 0.2 0.3 0.0 0.215
```
Forces are in eV/Å.

Properties
F_max: 2.98 eV/A
Highest occupied orbital energy: -4.15 eV
Net charge: -1
Gap between HOMO and LUMO: 5.99 eV

=====

Density functional theory data (ωB97M-V/def2-TZVPD) for a 2-piece molecular cluster, C21H39BrN3O overall at a distorted geometry.

```
65
Properties=species:S:1:pos:R:3:forces:R:3:nbo_charge:R:1
C -1.536 -2.577 0.471 1.1 0.6 0.0 -0.635
C 0.088 -2.687 0.686 0.8 -0.1 0.0 -0.210
C 0.893 -3.061 -0.706 -0.6 0.2 -0.2 -0.642
C 0.529 -3.826 1.824 -1.1 0.4 -0.1 -0.241
C -0.700 -4.088 2.928 1.0 -0.9 -0.9 -0.644
C 1.908 -3.261 2.510 -1.7 1.2 0.0 -0.106
O 2.734 -4.276 3.181 1.7 0.1 -2.8 -0.521
C 3.890 -4.688 2.370 1.1 -0.8 2.9 0.184
Br 3.445 -5.435 0.569 0.4 0.4 1.0 0.070
C 4.617 -5.931 3.221 3.5 -5.4 6.3 0.207
N 5.186 -6.794 4.038 -5.4 8.2 -8.0 -0.249
C 5.053 -3.539 2.191 -0.7 1.1 -0.4 -0.535
C 5.216 -2.576 3.508 1.4 6.0 6.2 0.253
N 5.383 -1.698 4.475 -1.7 -8.5 -9.3 -0.285
H -1.947 -3.648 0.221 0.5 2.3 0.4 0.233
H -2.035 -2.120 1.434 0.9 -1.2 -1.9 0.227
H -1.704 -1.788 -0.400 0.1 -1.9 1.6 0.195
H 0.514 -1.644 1.043 -1.0 -1.9 -0.5 0.177
H 0.697 -2.264 -1.573 0.2 -1.7 1.9 0.193
H 2.069 -3.099 -0.579 -2.6 -0.1 -0.1 0.225
H 0.471 -4.113 -1.050 1.1 2.2 0.5 0.225
H 0.646 -4.845 1.250 0.2 2.0 1.2 0.228
H -1.519 -4.710 2.323 1.6 1.5 1.6 0.223
H -0.237 -4.803 3.753 -1.2 1.7 -1.5 0.241
H -1.135 -3.092 3.368 0.9 -2.1 -0.8 0.215
H 2.462 -2.625 1.698 -0.6 -1.4 1.5 0.186
H 1.565 -2.492 3.355 0.9 -1.8 -1.7 0.223
H 6.042 -4.053 1.825 -1.9 1.1 1.1 0.301
H 4.683 -2.839 1.299 0.9 -1.4 2.1 0.264
C -3.195 3.294 1.106 -0.1 0.1 0.2 -0.613
C -3.388 3.423 -0.396 -0.2 0.1 0.0 -0.408
C -3.084 2.146 -1.175 -0.2 0.2 -0.2 -0.433
C -1.668 1.573 -1.153 0.0 0.0 -0.1 -0.213
N -0.515 2.418 -1.741 0.9 -0.7 -0.4 -0.221
C 0.028 3.494 -0.797 -0.3 0.0 -0.1 -0.219
C 0.802 2.739 0.270 -0.2 0.3 0.6 -0.435
C 1.334 1.488 -0.405 0.3 -0.8 0.2 -0.433
C 0.740 1.476 -1.803 -0.3 0.2 -0.1 -0.200
C -0.778 2.910 -3.183 0.4 0.2 0.6 -0.201
C -1.491 4.259 -3.334 -0.1 0.1 -0.7 -0.444
C -2.899 4.175 -3.912 -0.5 0.3 0.1 -0.612
H -2.191 2.952 1.363 0.0 0.0 0.1 0.184
H -3.353 4.263 1.588 0.0 -0.2 0.0 0.232
H -3.917 2.587 1.528 0.2 0.1 0.0 0.222
H -2.806 4.265 -0.770 0.0 0.1 -0.1 0.187
H -4.436 3.694 -0.579 0.2 -0.1 -0.1 0.231
H -3.408 2.252 -2.211 0.1 0.1 0.0 0.223
H -3.743 1.364 -0.771 0.3 -0.1 0.0 0.243
H -1.691 0.652 -1.750 0.2 0.3 0.1 0.227
H -1.393 1.282 -0.135 0.2 0.2 -0.1 0.227
H 0.701 4.133 -1.381 -0.3 -0.2 -0.1 0.228
H -0.781 4.094 -0.384 0.0 -0.1 -0.2 0.243
H 0.145 2.461 1.101 0.1 0.2 -0.1 0.224
H 1.604 3.351 0.695 -0.3 0.0 -0.1 0.254
H 1.037 0.594 0.154 0.1 0.1 -0.1 0.229
H 2.428 1.489 -0.450 -0.2 -0.1 -0.1 0.246
H 0.440 0.485 -2.158 0.0 0.3 0.0 0.236
H 1.459 1.912 -2.506 -0.5 0.0 0.0 0.225
H -1.275 2.091 -3.716 0.0 0.2 0.2 0.229
H 0.208 3.038 -3.640 -0.1 -0.3 0.3 0.224
H -0.906 4.837 -4.063 0.1 -0.2 0.3 0.235
H -1.488 4.866 -2.427 0.1 -0.2 0.0 0.223
H -3.035 3.295 -4.547 0.0 0.1 0.0 0.211
H -3.109 5.061 -4.522 0.0 -0.2 0.1 0.236
H -3.658 4.159 -3.128 0.0 -0.1 -0.1 0.211
```
Forces are in eV/Å.

Properties
F_max: 12.73 eV/A
Highest occupied orbital energy: -12.72 eV
ΔE to the lowest compared entry with this formula, charge and spin: 6.240 eV
Net charge: +1
Gap between HOMO and LUMO: 10.28 eV

=====

What is the net charge in the first record?
-1

=====

Which of these has the highest highest occupied orbital energy?
C21H19N2O9S

=====

Among the records above, which one has the highest highest occupied orbital energy?
C21H19N2O9S